Here is a 6-piece molecular cluster, C20H57N5O6 overall in a non-equilibrium geometry from the Open Molecules 2025 dataset. Energies are from ωB97M-V/def2-TZVPD.

Each line ends with the Mulliken charge.
Cartesian coordinates (Å):
C (-0.9069, 2.2334, -3.1957)  -0.541
O (-2.3296, 2.2526, -3.1428)  -0.218
C (-2.9622, 3.0905, -4.0852)  -0.821
C (-4.3673, 2.5508, -4.3137)  0.618
C (-5.1239, 3.3278, -5.4105)  -1.549
N (-5.1925, 2.6315, -3.0874)  -0.734
H (-0.4633, 1.8385, -2.2869)  -0.233
H (-0.6039, 3.2751, -3.3541)  0.473
H (-0.5877, 1.6430, -4.0608)  0.359
H (-2.9690, 4.1260, -3.7148)  0.264
H (-2.3343, 3.1614, -4.9832)  0.465
H (-4.2870, 1.4955, -4.5780)  0.217
H (-4.6373, 3.1495, -6.3703)  0.374
H (-5.0401, 4.3875, -5.1558)  0.318
H (-6.1744, 3.0582, -5.4174)  0.416
H (-4.5165, 2.3998, -2.3411)  0.264
H (-5.3143, 3.6084, -2.8007)  0.316
C (1.2309, -1.8326, -3.4969)  -0.822
O (-0.0769, -1.3279, -3.3792)  -0.238
C (-0.9196, -2.4053, -2.9856)  -1.106
C (-2.2212, -1.8217, -2.4450)  2.049
C (-3.1514, -2.9594, -1.9803)  -1.663
N (-2.9532, -1.0002, -3.3968)  -0.729
H (1.5883, -1.9636, -2.4654)  0.266
H (1.9809, -1.2224, -4.0028)  0.275
H (1.3345, -2.8158, -3.9740)  0.330
H (-1.1091, -3.0190, -3.8750)  0.427
H (-0.5292, -3.0712, -2.2118)  0.385
H (-1.9071, -1.2081, -1.5892)  -0.768
H (-3.8685, -2.5206, -1.2798)  0.363
H (-2.6574, -3.6857, -1.3250)  0.386
H (-3.6447, -3.4833, -2.7922)  0.375
H (-2.2906, -0.2790, -3.6756)  0.134
H (-3.7350, -0.5081, -2.9837)  0.346
C (0.5416, 2.2108, 1.6107)  -0.186
O (0.9227, 3.4727, 1.1051)  -0.427
C (1.8251, 3.4360, 0.0122)  -0.509
C (3.2677, 3.0185, 0.3542)  1.373
C (3.8787, 3.9205, 1.4221)  -1.451
N (4.1334, 3.0145, -0.8279)  -0.741
H (-0.0949, 1.6709, 0.9002)  -0.008
H (-0.0667, 2.4167, 2.4935)  0.212
H (1.4110, 1.6132, 1.8938)  0.194
H (1.4464, 2.7421, -0.7478)  0.090
H (1.7987, 4.4812, -0.3108)  0.391
H (3.1383, 1.9816, 0.6817)  -0.754
H (4.9250, 3.6559, 1.5802)  0.458
H (3.4026, 3.7968, 2.3957)  0.312
H (3.7890, 4.9295, 1.0165)  0.373
H (3.6750, 3.4728, -1.6208)  0.253
H (4.9137, 3.6591, -0.7282)  0.285
C (-3.4942, -3.2023, 4.5501)  -0.829
O (-2.9763, -2.5412, 3.4091)  -0.262
C (-2.4643, -1.2553, 3.7341)  -1.012
C (-1.9641, -0.5440, 2.4679)  0.523
C (-3.0445, -0.4756, 1.3858)  -1.235
N (-0.8485, -1.2863, 1.8476)  -0.385
H (-3.6726, -4.2200, 4.1901)  0.243
H (-4.4639, -2.7650, 4.8090)  0.323
H (-2.8316, -3.2731, 5.4162)  0.305
H (-3.2318, -0.6529, 4.2375)  0.492
H (-1.6401, -1.4002, 4.4443)  0.435
H (-1.6397, 0.4398, 2.8096)  0.101
H (-3.7678, 0.3030, 1.6567)  0.451
H (-3.6540, -1.3709, 1.2960)  0.300
H (-2.5555, -0.1030, 0.4879)  0.126
H (-1.2894, -2.1963, 1.6907)  0.229
H (-0.0513, -1.5212, 2.4322)  -0.012
C (3.0395, -0.9886, 1.8104)  0.515
O (3.9872, -1.2623, 2.8173)  -0.370
C (4.2587, -2.6356, 2.9660)  -0.580
C (5.1849, -2.7759, 4.1823)  0.517
C (6.2866, -1.7456, 4.2519)  -1.399
N (5.8402, -4.1258, 4.2507)  -0.778
H (1.9996, -1.1572, 2.1084)  -0.344
H (3.2521, -1.6303, 0.9498)  0.458
H (3.0811, 0.0570, 1.5169)  -0.263
H (3.3475, -3.2348, 3.1021)  0.308
H (4.7173, -3.0127, 2.0390)  0.283
H (4.6171, -2.6786, 5.1097)  0.301
H (7.0134, -1.7467, 3.4400)  0.284
H (6.8388, -1.9284, 5.1748)  0.390
H (5.8332, -0.7572, 4.3571)  0.343
H (6.0440, -4.3916, 3.2853)  0.282
H (5.1015, -4.7908, 4.4911)  0.287
O (0.7185, -0.5712, -0.5353)  -0.437
H (0.0066, -0.7731, 0.1088)  0.405
H (0.2537, -0.3843, -1.3653)  0.143

Forces on the atoms, in the same order (eV/Å):
-0.62 0.89 -0.93
0.05 -0.72 0.81
0.63 0.18 -0.22
-0.93 0.87 -0.23
1.09 -0.17 0.52
1.42 0.06 1.20
-0.29 -0.05 0.15
0.52 -0.14 0.18
0.16 -0.05 0.08
-0.32 0.02 0.20
-0.31 -0.39 -0.33
0.01 -0.03 -0.02
-0.28 0.12 -0.12
-0.12 0.09 -0.22
-0.02 -0.16 -0.12
-0.57 -0.66 -0.14
-0.35 0.07 -0.78
1.45 -0.62 1.05
0.22 -0.38 -0.22
-1.40 0.48 -0.80
-0.48 -0.84 0.41
0.41 0.50 1.25
1.02 0.17 -0.74
0.28 -0.10 -0.17
-0.71 0.69 -0.11
-0.66 0.04 -0.15
-0.09 -0.07 0.01
0.54 0.36 0.11
-0.11 -0.21 0.31
-0.43 -0.01 -0.44
0.33 -0.04 -0.34
-0.03 0.16 -0.15
-0.37 0.12 -0.25
0.01 -0.14 0.29
-0.28 0.25 0.09
0.31 -0.14 0.17
-0.02 0.39 0.18
-0.40 -0.06 0.38
-0.21 -0.68 -0.08
-0.18 0.72 -1.06
0.27 -0.13 -0.09
0.13 -0.05 0.06
-0.16 -0.16 -0.01
-0.02 0.19 -0.23
0.21 -0.15 -0.51
0.53 0.06 0.23
0.09 0.11 -0.17
-0.25 0.33 -0.14
0.13 0.22 0.48
-0.34 -0.55 0.11
0.13 -0.31 0.59
-0.58 -0.73 -0.99
0.43 0.48 0.37
-0.04 -0.13 -0.05
0.04 -1.02 0.52
-0.28 1.57 0.83
-0.44 -0.70 -0.31
-0.11 0.04 0.29
0.13 0.04 0.33
0.19 0.39 -0.10
-0.09 0.01 -0.07
0.10 0.23 0.00
0.06 0.13 -0.37
0.04 0.00 0.05
0.53 -0.32 -0.32
-0.25 -0.47 -0.35
0.39 -0.01 -0.36
-0.20 0.48 0.43
-0.01 -0.31 -0.34
-0.55 0.29 0.12
0.26 0.27 0.32
0.82 -1.05 -0.16
-0.11 0.70 0.63
-1.26 0.07 -0.56
0.08 -0.28 0.26
-0.17 0.22 -0.22
0.37 -0.02 0.02
-0.12 0.13 0.14
0.28 -0.02 0.11
-0.24 0.05 -0.14
-0.24 -0.13 -0.24
0.08 -0.07 -0.05
0.22 0.03 -0.28
0.37 0.07 0.16
0.26 0.01 0.18
-0.43 0.10 -0.07
0.30 0.04 0.08
0.20 -0.16 0.04

- Frontier orbital gap: 9.64 eV
- Energy above the lowest of the compared OMol25 structures with the same formula, charge and spin: 1.4298 eV
- Max |F|: 1.90 eV/Å
- Total charge: 0
- Energy: -41396.78350 eV
- Highest occupied orbital energy: -0.3352 Eh
- LUMO level: 0.52 eV
- SMILES: COC[C@H](C)N.COC[C@H](C)N.COC[C@H](C)N.COC[C@H](C)N.COC[C@H](C)N.O


Here is a 8-piece molecular cluster, C20H57NO16 overall in a non-equilibrium geometry from the Open Molecules 2025 dataset. Energies are from ωB97M-V/def2-TZVPD.

Each line ends with the Mulliken charge.
Cartesian coordinates (Å):
C (-9.5304, 2.8521, 11.6988)  -0.771
O (-10.8268, 3.4517, 11.6990)  -0.425
C (-10.8517, 4.9012, 11.7448)  -0.719
C (-12.0121, 5.4399, 12.7315)  -0.647
N (-13.3307, 4.8471, 12.3949)  0.268
C (-14.2528, 5.2946, 13.4083)  -0.713
C (-14.2272, 6.8566, 13.8287)  -0.653
O (-14.2666, 7.6824, 12.7119)  -0.282
C (-14.2111, 9.0646, 12.8118)  -0.854
H (-9.2255, 3.0914, 12.7175)  0.470
H (-8.8648, 3.3893, 11.0232)  0.182
H (-9.4159, 1.7746, 11.5803)  0.283
H (-11.0079, 5.2780, 10.7339)  0.271
H (-9.8894, 5.2673, 12.1025)  0.693
H (-11.9239, 6.5263, 12.7240)  0.399
H (-11.6818, 5.1021, 13.7138)  0.423
H (-13.4432, 3.8443, 12.3510)  0.314
H (-14.0692, 4.7267, 14.3204)  0.394
H (-15.2948, 5.1053, 13.1506)  0.515
H (-13.4125, 7.0992, 14.5110)  0.379
H (-15.2675, 6.9764, 14.1310)  0.463
H (-14.9871, 9.4916, 13.4472)  0.336
H (-14.3242, 9.6534, 11.9015)  0.304
H (-13.3837, 9.5635, 13.3164)  0.351
C (-14.5340, 3.8959, 8.9048)  -0.756
C (-13.0645, 3.8331, 8.7204)  0.440
O (-12.5957, 4.9924, 8.0563)  -0.539
O (-15.1645, 3.5600, 7.6985)  -0.548
H (-14.7840, 4.9070, 9.2263)  0.353
H (-14.9854, 3.1050, 9.5038)  0.360
H (-12.8730, 2.9237, 8.1508)  0.185
H (-12.6387, 3.7394, 9.7194)  -0.038
H (-12.9124, 5.0700, 7.1534)  0.256
H (-14.9380, 2.6582, 7.4594)  0.304
C (-4.9894, 6.2313, 10.0130)  -0.282
C (-5.8440, 6.5972, 11.2251)  -0.631
O (-7.1392, 7.0576, 10.9187)  -0.526
O (-4.8129, 7.2371, 9.0786)  -0.517
H (-5.3821, 5.3652, 9.4804)  0.208
H (-4.0323, 5.8890, 10.4065)  0.374
H (-5.5138, 7.4369, 11.8368)  0.353
H (-5.8888, 5.8302, 11.9982)  0.309
H (-7.2627, 6.9122, 9.9779)  0.365
H (-4.5014, 6.8776, 8.2448)  0.363
C (-4.3089, 2.1768, 10.8796)  -0.148
C (-2.8911, 2.8156, 11.1001)  -0.328
O (-1.7566, 2.0592, 10.6836)  -0.554
O (-4.5574, 1.9140, 9.4297)  -0.631
H (-5.0994, 2.9087, 11.0457)  0.066
H (-4.5478, 1.2435, 11.3895)  0.410
H (-2.7054, 3.1606, 12.1173)  0.392
H (-2.9100, 3.7612, 10.5583)  0.117
H (-0.9766, 2.6185, 10.6656)  0.325
H (-4.4870, 0.9831, 9.2059)  0.271
C (-12.0366, 0.5643, 4.7878)  0.831
C (-12.1835, 1.7178, 3.8026)  -0.906
O (-12.5490, 1.4290, 2.4673)  -0.482
O (-13.3133, 0.0536, 5.2077)  -0.550
H (-11.4329, 0.8644, 5.6443)  -0.554
H (-11.5420, -0.2307, 4.2297)  0.226
H (-11.3066, 2.3651, 3.8141)  0.461
H (-12.8536, 2.3848, 4.3448)  0.326
H (-11.8951, 1.8867, 1.9340)  0.354
H (-13.9707, 0.3033, 4.5543)  0.327
C (-7.8672, 2.9924, 8.4138)  -0.518
C (-9.3667, 2.9076, 8.0626)  -0.004
O (-9.8368, 4.2594, 7.7330)  -0.629
O (-7.3978, 1.7386, 8.7085)  -0.537
H (-7.4762, 3.7983, 9.0348)  0.031
H (-7.3516, 3.1739, 7.4708)  0.645
H (-9.9631, 2.6926, 8.9493)  0.307
H (-9.6510, 2.2589, 7.2341)  0.154
H (-10.7687, 4.3341, 7.9513)  0.229
H (-6.4670, 1.9588, 8.7905)  0.287
C (-7.9151, 7.2661, 7.2354)  -0.225
C (-7.3733, 8.6676, 7.1051)  -0.393
O (-8.5193, 9.4880, 6.9983)  -0.553
O (-8.8067, 6.9952, 8.2545)  -0.537
H (-7.0643, 6.6319, 7.4844)  0.137
H (-8.4105, 6.7767, 6.3968)  0.490
H (-6.9095, 8.9498, 6.1599)  0.336
H (-6.6744, 8.9344, 7.8979)  0.198
H (-9.1103, 9.0080, 7.5830)  0.332
H (-9.2208, 6.1330, 8.1726)  0.292
C (-9.6204, -2.2625, 8.0847)  -0.406
C (-9.7953, -0.9619, 7.3166)  0.011
O (-9.2635, -1.1013, 5.9975)  -0.500
O (-8.2816, -2.5236, 8.0107)  -0.569
H (-10.2574, -2.9662, 7.5489)  0.312
H (-10.0348, -2.1085, 9.0810)  0.298
H (-9.3939, -0.0387, 7.7344)  -0.154
H (-10.8389, -0.6516, 7.2641)  0.321
H (-8.4088, -1.4975, 6.1824)  0.357
H (-7.6240, -2.0072, 8.4824)  0.321

Forces on the atoms, in the same order (eV/Å):
0.85 1.67 1.51
-1.76 0.42 -0.62
-0.46 -1.03 0.53
2.62 -1.75 -3.22
1.11 1.63 3.88
-1.46 2.87 -0.28
-1.26 -0.76 -0.96
1.46 -0.76 -2.44
-0.61 2.43 1.59
0.95 -0.35 0.11
0.00 -0.20 -0.24
-1.04 0.14 -0.40
-0.10 0.17 -0.02
-0.03 0.24 0.14
-0.95 -0.05 -0.21
-0.54 -0.39 0.35
0.67 -0.66 -1.28
0.25 -0.33 0.15
0.10 -0.42 -0.40
-0.28 0.01 0.34
0.28 -0.21 1.85
-0.85 -0.50 0.12
0.03 -1.11 -0.60
1.10 -0.95 -0.04
-0.99 -1.15 -0.32
-0.36 -0.26 0.08
0.85 0.08 0.76
-0.70 1.23 -1.68
-0.49 -0.08 -0.11
0.75 0.33 1.57
0.51 -0.16 0.01
0.77 0.27 -0.14
-0.36 -0.32 -0.12
0.00 -0.14 0.02
0.34 -1.25 0.89
-0.11 1.40 0.53
-0.70 -0.66 -0.60
-0.26 1.49 -0.17
-0.54 -0.41 0.26
0.32 0.02 0.20
1.29 0.16 -0.39
0.05 -0.89 -0.50
-0.62 0.18 -0.30
0.03 -0.11 0.08
0.63 -0.43 -2.02
-0.13 0.58 -0.25
-1.03 -0.73 -0.11
0.16 0.58 0.75
0.37 0.17 0.76
0.40 0.21 0.40
-0.63 -0.43 0.51
-0.17 0.05 -0.48
-0.12 0.15 0.04
0.41 -0.11 0.31
-0.38 -0.72 -1.89
0.50 1.18 1.43
-0.06 -0.16 0.64
0.39 0.46 0.52
-0.21 -0.02 0.04
0.41 -0.23 0.37
0.62 -0.45 -0.07
-1.07 0.26 -0.53
-0.18 -0.19 -0.29
-0.03 -0.07 -0.17
-0.81 0.44 -3.27
-0.63 2.38 1.17
1.05 -0.28 -0.15
0.30 -1.24 1.57
-0.89 0.11 0.82
-0.31 1.00 -0.61
0.20 -0.89 0.15
0.64 -0.29 0.13
-0.35 0.12 -0.12
0.92 -1.03 0.40
2.10 -3.00 -1.17
-1.22 0.64 -0.97
-0.51 0.51 0.99
-1.27 1.87 2.72
0.73 -0.21 -0.52
0.58 0.89 -1.08
0.72 -1.20 -0.09
-0.24 0.00 0.42
-0.88 0.61 0.20
0.11 -0.38 -0.51
-1.23 2.96 -0.06
-1.14 1.05 -0.79
-0.53 0.14 0.51
2.04 -2.48 -0.49
0.69 -0.63 0.11
0.18 -0.31 0.37
0.88 -0.32 0.79
-0.45 -0.60 -0.46
0.36 -0.23 -0.37
-0.84 0.44 0.42

- Frontier orbital gap (spin up / spin down): 8.67 / 3.52 eV
- Energy above the lowest of the compared OMol25 structures with the same formula, charge and spin: 1.0702 eV
- Multiplicity: 2
- Max |F|: 4.51 eV/Å
- Total charge: +1
- Energy: -55896.56962 eV
- Highest occupied orbital energy (spin up / spin down): -0.4233 / -0.4233 Eh
- LUMO level (spin up / spin down): -2.85 / -8.00 eV